ORCA calculation (ωB97M-V/def2-TZVPD) on a single C4H9NO molecule in a non-equilibrium geometry.

Values from the calculation:
- Lowest unoccupied orbital energy: 0.964 eV
- Energy above the lowest of the compared OMol25 structures with the same formula, charge and spin: 55.3 kcal per mole
- 2S+1: 1
- SMILES: [H]/N=C/C(C)(C)O
- Frontier orbital gap: 10.62 eV
- E_tot: -287.7443 a.u.
- Charge: 0

The geometry in XYZ format:
```
15
Properties=species:S:1:pos:R:3:lowdin_charge:R:1
H 2.71304 -1.33350 0.72753 0.063
N 2.11136 -0.56539 0.44619 0.112
C 0.98619 -0.74943 -0.02967 -0.236
C -0.07500 0.29492 -0.14128 -0.561
C -1.05792 0.01148 -1.28766 -0.010
C -0.83266 0.33436 1.32190 0.021
O 0.52900 1.56771 -0.29685 -0.066
H 0.69148 -1.82993 -0.43651 0.149
H -0.94547 -1.09221 -1.52128 0.095
H -2.01289 0.16750 -0.96545 0.036
H -0.80112 0.49764 -2.15792 0.058
H -1.86801 0.63178 1.07324 0.080
H -0.69023 -0.54774 1.85963 0.040
H -0.26015 1.04670 1.94950 0.090
H 1.51237 1.56613 -0.54139 0.129
```



ORCA calculation (ωB97M-V/def2-TZVPD) on 2 unconnected molecules or ions with the total composition C3H11NS2 in a non-equilibrium geometry.

Values from the calculation:
- Lowest unoccupied orbital energy (alpha / beta): -6.159 / -8.715 eV
- Energy above the lowest of the compared OMol25 structures with the same formula, charge and spin: 19.1 kcal per mole
- 2S+1: 2
- Frontier orbital gap (alpha / beta): 6.92 / 4.20 eV
- Expectation value of S²: 0.75
- E_tot: -971.6655 a.u.
- Charge: +1

The geometry in XYZ format:
```
17
Properties=species:S:1:pos:R:3:lowdin_charge:R:1
C 0.08152 -1.37697 2.10508 -0.382
S -0.82103 -0.03672 1.20608 0.709
S 0.69715 1.60449 1.52395 0.524
H 1.09077 -1.57098 1.68952 0.065
H -0.55232 -2.28052 2.18959 0.068
H 0.26532 -0.95930 3.12244 0.059
H 1.75108 0.77492 1.03208 -0.081
C -0.34822 0.71764 -2.84249 -0.106
C -0.01749 -0.79938 -2.96099 -0.302
N 0.33651 -1.40144 -1.64578 -0.022
H 0.58220 1.28557 -2.59764 0.077
H -0.78342 1.23568 -3.68445 0.067
H -1.00802 0.90817 -1.96602 0.051
H -0.88297 -1.32833 -3.43605 0.113
H 0.84019 -0.85965 -3.66427 0.113
H 0.42053 -2.41648 -1.69094 0.077
H -0.39167 -1.31094 -0.96383 -0.029
```



ORCA calculation (ωB97M-V/def2-TZVPD) on 11 unconnected molecules or ions with the total composition C52H132F6N8O20P in a non-equilibrium geometry.

Values from the calculation:
- Lowest unoccupied orbital energy: 2.148 eV
- 2S+1: 1
- Frontier orbital gap: 8.33 eV
- E_tot: -4943.8168 a.u.
- Charge: -1

The geometry in XYZ format:
```
219
Properties=species:S:1:pos:R:3:lowdin_charge:R:1
P -0.76149 -0.33118 0.35605 0.185
F -1.52018 1.04852 -0.01375 -0.157
F -0.07876 -0.30785 -1.12514 -0.162
F 0.51735 0.50640 0.90433 -0.166
F 0.00781 -1.73295 0.64145 -0.159
F -1.33054 -0.38282 1.86060 -0.145
F -2.05284 -1.12881 -0.18108 -0.148
C -4.10259 -8.00412 1.09214 -0.125
O -4.54685 -6.75040 1.53668 -0.192
C -3.49251 -5.81933 1.66561 -0.229
C -4.07404 -4.58198 2.34704 -0.204
N -4.89263 -3.77989 1.46463 -0.047
C -4.19037 -2.82861 0.61759 -0.217
C -5.06751 -2.45590 -0.54291 -0.225
O -5.30896 -3.62810 -1.29751 -0.187
C -6.11106 -3.36925 -2.41475 -0.123
H -3.51340 -7.89739 0.17409 0.088
H -4.97673 -8.62756 0.91598 0.083
H -3.48471 -8.49642 1.85534 0.085
H -3.14921 -5.51570 0.66516 0.122
H -2.63490 -6.21691 2.22369 0.121
H -3.29063 -3.96799 2.79879 0.120
H -4.67687 -4.96527 3.17833 0.113
H -5.48093 -4.41178 0.93629 0.103
H -3.27195 -3.25131 0.18038 0.109
H -3.90575 -1.97122 1.21851 0.076
H -4.57974 -1.70997 -1.18306 0.120
H -6.03030 -2.04394 -0.20407 0.119
H -7.12487 -3.04033 -2.14747 0.088
H -6.17719 -4.28842 -2.99672 0.085
H -5.67575 -2.59101 -3.05822 0.089
C 1.26214 -1.02905 5.32683 -0.094
O 1.30753 0.16312 4.58234 -0.192
C 2.31855 0.19609 3.60361 -0.235
C 2.58363 1.60366 3.09925 -0.192
N 2.52608 2.66277 4.10775 -0.049
C 3.44587 2.44184 5.22276 -0.208
C 3.65617 3.75032 5.96317 -0.229
O 4.26964 3.48080 7.21225 -0.191
C 4.58669 4.64649 7.92213 -0.138
H 1.66549 -1.87591 4.76712 0.068
H 0.21762 -1.20517 5.58148 0.087
H 1.84247 -0.91465 6.25160 0.089
H 2.03181 -0.44166 2.75470 0.101
H 3.25494 -0.27609 3.95760 0.120
H 1.72292 1.85017 2.47053 0.090
H 3.50752 1.65180 2.52522 0.123
H 1.57331 2.61249 4.46132 0.080
H 4.40603 2.20982 4.74301 0.124
H 3.19098 1.61552 5.89208 0.118
H 2.68058 4.24555 6.09277 0.125
H 4.28621 4.41617 5.36266 0.121
H 3.67385 5.15889 8.26364 0.085
H 5.15092 5.37913 7.33029 0.083
H 5.17118 4.35187 8.79140 0.082
C -8.19967 -1.18350 5.48290 -0.150
O -7.48369 -0.77186 4.36311 -0.178
C -6.12637 -1.21168 4.39801 -0.212
C -5.40842 -0.78798 3.14476 -0.217
N -5.13270 0.63173 3.02250 -0.023
C -4.49357 0.93970 1.74489 -0.196
C -5.47914 1.14284 0.63096 -0.253
O -6.19291 2.33278 0.77444 -0.176
C -6.95013 2.62277 -0.36964 -0.124
H -8.09784 -0.47445 6.31489 0.085
H -7.89815 -2.18021 5.84130 0.082
H -9.25758 -1.28791 5.22906 0.082
H -6.14994 -2.31059 4.41902 0.117
H -5.64266 -0.85500 5.31808 0.127
H -5.96891 -1.15858 2.28632 0.110
H -4.44786 -1.33955 3.15770 0.113
H -4.57002 0.95407 3.79841 0.070
H -3.76588 0.17732 1.44294 0.088
H -3.95428 1.87381 1.93234 0.113
H -6.12540 0.24739 0.56951 0.115
H -4.93427 1.10911 -0.33137 0.123
H -6.30689 2.67390 -1.26602 0.082
H -7.40263 3.60544 -0.27389 0.086
H -7.67635 1.81891 -0.54174 0.089
C -6.29690 8.34262 -5.51613 -0.114
O -5.48673 8.21209 -4.37052 -0.191
C -4.30968 8.98065 -4.41979 -0.253
C -3.59427 8.83134 -3.10862 -0.228
N -3.03717 7.49795 -2.93098 -0.051
C -2.37294 7.35147 -1.64012 -0.223
C -2.11305 5.89364 -1.33257 -0.216
O -3.37070 5.30137 -1.01770 -0.182
C -3.26156 4.02508 -0.45387 -0.106
H -6.38064 9.38809 -5.83153 0.083
H -7.26352 7.91542 -5.26251 0.086
H -5.87852 7.76201 -6.35021 0.088
H -4.58031 10.04472 -4.53897 0.120
H -3.67511 8.70669 -5.27296 0.127
H -4.32387 9.05268 -2.30871 0.125
H -2.78557 9.56029 -3.01860 0.121
H -3.78957 6.81492 -2.91014 0.108
H -3.00034 7.79079 -0.84205 0.121
H -1.44036 7.92422 -1.57252 0.115
H -1.38898 5.80788 -0.52048 0.118
H -1.74829 5.40781 -2.24640 0.121
H -2.70122 3.33312 -1.09388 0.079
H -4.26896 3.63126 -0.30455 0.072
H -2.81114 4.02116 0.54894 0.088
C 1.78441 -4.16141 -0.12468 -0.091
O 2.85586 -4.01792 0.78296 -0.197
C 2.61363 -3.11797 1.84547 -0.227
C 3.58778 -3.46043 2.95408 -0.195
N 4.94527 -3.33953 2.42100 -0.039
C 5.95695 -4.05476 3.17604 -0.211
C 5.86233 -5.57288 3.15476 -0.223
O 5.85272 -6.10517 1.84696 -0.205
C 7.12688 -6.17353 1.24355 -0.101
H 1.50531 -3.18695 -0.54053 0.065
H 0.88584 -4.58678 0.33492 0.101
H 2.14669 -4.80660 -0.91578 0.063
H 1.57615 -3.16414 2.19819 0.124
H 2.78070 -2.08566 1.51043 0.103
H 3.35568 -4.47167 3.31784 0.116
H 3.43106 -2.74358 3.76617 0.095
H 4.88716 -3.76314 1.49784 0.069
H 5.93444 -3.70427 4.21482 0.121
H 6.92649 -3.71475 2.79662 0.107
H 4.96281 -5.92921 3.65577 0.113
H 6.72622 -5.96818 3.71488 0.121
H 7.00128 -6.22080 0.16242 0.082
H 7.65932 -7.07413 1.57277 0.088
H 7.72311 -5.28363 1.46668 0.083
C 6.15017 8.21182 -3.70826 -0.137
O 4.85809 7.72684 -3.92327 -0.182
C 3.94129 8.20144 -2.96112 -0.245
C 2.62030 7.52638 -3.15591 -0.232
N 2.61886 6.15162 -2.66854 -0.045
C 1.37074 5.48654 -3.01000 -0.222
C 1.16801 4.22322 -2.20057 -0.232
O 0.87400 4.60047 -0.88185 -0.209
C 0.44216 3.53155 -0.05553 -0.087
H 6.16714 9.31212 -3.61946 0.084
H 6.75327 7.96691 -4.58169 0.085
H 6.61345 7.79811 -2.80444 0.088
H 3.84847 9.28362 -3.13561 0.122
H 4.29720 8.01416 -1.93902 0.127
H 2.31051 7.56134 -4.20420 0.125
H 1.84189 8.12506 -2.64478 0.119
H 2.63016 6.22559 -1.65249 0.111
H 1.43492 5.17426 -4.06029 0.125
H 0.49459 6.14568 -2.92254 0.108
H 2.07865 3.61536 -2.21647 0.122
H 0.31019 3.70637 -2.65690 0.123
H -0.59014 3.26792 -0.30539 0.053
H 0.39153 3.88272 0.97590 0.093
H 1.08786 2.65816 -0.15237 0.080
C -0.77023 -3.39644 -2.31139 -0.102
O -0.13322 -4.62414 -2.60323 -0.186
C 0.16080 -4.71835 -3.97621 -0.237
C 0.90969 -6.00417 -4.24756 -0.203
N 2.30803 -5.88647 -3.82129 -0.048
C 2.98249 -7.15988 -3.71996 -0.235
C 4.38334 -6.97729 -3.15217 -0.230
O 4.40112 -6.33858 -1.89763 -0.214
C 4.00831 -7.18347 -0.82789 -0.096
H -1.69128 -3.25195 -2.88907 0.093
H -0.08083 -2.56495 -2.47884 0.076
H -1.06941 -3.42055 -1.26426 0.075
H 0.78690 -3.89171 -4.33989 0.111
H -0.77691 -4.71619 -4.54959 0.127
H 0.97516 -6.20569 -5.32004 0.118
H 0.34975 -6.81148 -3.75053 0.121
H 2.35881 -5.42076 -2.92037 0.085
H 3.09336 -7.56754 -4.73222 0.121
H 2.42112 -7.90783 -3.13555 0.111
H 4.93615 -6.32204 -3.82849 0.115
H 4.90177 -7.94201 -3.06833 0.119
H 4.15162 -6.62320 0.09006 0.073
H 4.61090 -8.10164 -0.80346 0.090
H 2.95480 -7.48366 -0.90846 0.088
C 2.48220 -1.65454 -4.05709 -0.126
O 2.99128 -0.36586 -3.90759 -0.182
C 2.63531 0.29601 -2.68801 -0.195
C 3.15314 -0.39506 -1.45097 -0.218
N 4.62018 -0.35658 -1.45322 -0.027
C 5.21719 -1.24207 -0.45508 -0.198
C 5.48157 -2.64530 -0.98234 -0.228
O 6.40046 -2.56947 -2.04848 -0.180
C 6.29647 -3.69229 -2.90815 -0.102
H 1.43116 -1.63821 -4.37600 0.065
H 2.50443 -2.24832 -3.12898 0.075
H 3.12073 -2.20336 -4.74951 0.091
H 1.54128 0.33963 -2.63513 0.086
H 3.01716 1.31097 -2.76600 0.117
H 2.69313 -1.38271 -1.30156 0.094
H 2.80270 0.18926 -0.59008 0.116
H 4.91653 -0.73863 -2.35054 0.098
H 4.66650 -1.29867 0.48487 0.097
H 6.17730 -0.79320 -0.16179 0.115
H 4.50145 -3.04546 -1.28612 0.117
H 5.87126 -3.27775 -0.17597 0.110
H 5.29530 -3.76845 -3.33294 0.082
H 6.57418 -4.61187 -2.37599 0.078
H 7.07537 -3.55948 -3.66178 0.087
C -2.44656 0.16347 -3.31095 -0.231
C -1.21119 0.23580 -4.18336 -0.249
O -1.11275 -0.93228 -4.97144 -0.063
O -3.64171 0.31903 -4.09202 -0.074
H -2.40256 1.00199 -2.61022 0.108
H -2.47858 -0.77514 -2.76380 0.102
H -0.32394 0.43494 -3.57639 0.092
H -1.37211 1.09961 -4.84928 0.120
H -0.40862 -0.80295 -5.61253 0.079
H -3.70383 1.25843 -4.28369 0.074
C -2.01584 1.56600 4.53965 -0.225
C -1.39146 2.58242 3.63119 -0.224
O -0.62368 3.53579 4.37348 -0.066
O -3.23369 2.01177 5.16361 -0.080
H -1.29635 1.21484 5.29039 0.116
H -2.27141 0.61719 4.05423 0.107
H -2.15072 3.08416 3.02244 0.115
H -0.70984 2.06883 2.95112 0.106
H -1.19778 4.20763 4.74893 0.079
H -3.25667 2.97149 5.19789 0.077
```



ORCA calculation (ωB97M-V/def2-TZVPD) on a molecular structure, C30H32N4O5 in a non-equilibrium geometry.

Values from the calculation:
- Lowest unoccupied orbital energy: -1.742 eV
- Energy above the lowest of the compared OMol25 structures with the same formula, charge and spin: 313.5 kcal per mole
- 2S+1: 1
- Frontier orbital gap: 4.99 eV
- E_tot: -1757.2665 a.u.
- Charge: 0

The geometry in XYZ format:
```
71
Properties=species:S:1:pos:R:3:lowdin_charge:R:1
C 1.12655 5.32076 -0.19266 -0.065
C 0.62199 4.03221 0.38039 -0.294
C 1.53332 3.05434 0.79848 -0.036
C 1.08477 1.83875 1.31308 -0.041
C -0.30368 1.63209 1.48303 -0.234
C -0.83622 0.50516 2.26358 -0.117
N -0.13403 0.58688 3.57180 -0.336
O -0.71968 0.19573 4.61834 -0.037
O 1.02736 1.03956 3.58720 0.003
C -1.21498 2.60610 1.04527 -0.045
C -0.75062 3.81145 0.53326 -0.056
H 0.30941 6.04404 -0.28373 0.073
H 1.89607 5.74214 0.46696 0.081
H 1.57974 5.18613 -1.18635 0.081
H 2.60438 3.26258 0.74353 0.116
H 1.80851 1.05975 1.53482 0.114
H -1.91916 0.56059 2.40422 0.139
H -2.28659 2.40885 1.16660 0.112
H -1.45319 4.60086 0.25496 0.108
C -2.14143 -3.36199 -5.25675 -0.009
N -1.75191 -2.38154 -4.26855 -0.035
C -1.34764 -1.12657 -4.64100 -0.361
O -1.20144 -0.74826 -5.79945 0.089
C -1.08944 -0.33356 -3.35356 -0.167
C -1.95657 0.91281 -3.24590 -0.083
C -1.62403 1.92835 -4.31534 -0.234
C -2.61618 2.36968 -5.19431 -0.041
C -2.28458 3.20854 -6.25915 -0.076
C -0.96489 3.65098 -6.41899 -0.084
C 0.01847 3.24952 -5.50463 -0.072
C -0.31484 2.40019 -4.44444 -0.040
N -1.35644 -1.31967 -2.30877 0.035
C -1.16710 -0.97885 -1.02228 0.026
C -1.48978 -1.79862 0.05876 -0.068
C -1.26288 -1.61870 1.40158 0.001
C -1.66846 -2.62729 2.33917 -0.153
C -2.15212 -3.91505 1.92607 0.075
C -2.46663 -4.92567 2.84632 -0.157
N -2.93381 -6.18459 2.36660 -0.318
O -3.19550 -7.07747 3.20519 0.059
O -3.06973 -6.35445 1.13324 0.045
C -2.34561 -4.71646 4.22723 0.016
C -1.93889 -3.45820 4.65656 -0.038
C -1.63938 -2.43507 3.75373 0.028
C -1.86974 -2.61221 -2.83140 -0.449
C -3.34349 -2.86948 -2.46209 0.011
C -1.01171 -3.82086 -2.41733 0.014
H -1.99003 -2.93271 -6.24849 0.097
H -1.53083 -4.26852 -5.16320 0.095
H -3.19833 -3.63779 -5.14226 0.094
H -0.01919 -0.05129 -3.35485 0.165
H -3.01645 0.62453 -3.33101 0.131
H -1.80525 1.36111 -2.25429 0.119
H -3.63709 2.00634 -5.05133 0.114
H -3.05927 3.51217 -6.96546 0.104
H -0.70214 4.29798 -7.25684 0.102
H 1.04794 3.59293 -5.61623 0.104
H 0.44545 2.06637 -3.73287 0.114
H -0.72955 0.02011 -0.85737 0.147
H -2.01135 -2.70813 -0.22878 0.049
H -0.60520 -0.64897 1.77549 0.028
H -2.27024 -4.17563 0.87203 0.102
H -2.58991 -5.52504 4.91248 0.122
H -1.85414 -3.25974 5.72751 0.119
H -1.38631 -1.45113 4.14070 0.074
H -3.97630 -2.04320 -2.81721 0.100
H -3.67361 -3.80270 -2.93945 0.090
H -3.47563 -2.97268 -1.38001 0.077
H 0.01017 -3.68864 -2.79647 0.105
H -0.97149 -3.94067 -1.33010 0.075
H -1.44321 -4.73293 -2.85109 0.093
```



ORCA calculation (ωB97M-V/def2-TZVPD) on 3 unconnected molecules or ions with the total composition C12H35N2OPSSi in a non-equilibrium geometry.

Values from the calculation:
- Lowest unoccupied orbital energy: 0.322 eV
- 2S+1: 1
- SMILES: O=[PH2][SiH2]S.CCN(CC)CC.CCN(CC)CC
- Frontier orbital gap: 8.52 eV
- E_tot: -1691.9576 a.u.
- Charge: 0

The geometry in XYZ format:
```
53
Properties=species:S:1:pos:R:3:lowdin_charge:R:1
O -5.30886 -2.15955 -2.46936 -0.554
P -3.79239 -2.08685 -2.46611 0.471
Si -3.02347 -0.99930 -0.65389 0.163
S -3.10423 -2.29421 1.05963 0.334
H -3.14981 -3.35953 -2.49354 -0.021
H -3.30207 -1.38620 -3.60525 -0.034
H -3.76568 0.25346 -0.44135 -0.072
H -1.62460 -0.63859 -0.97280 -0.089
H -1.88424 -2.89816 1.03934 -0.182
C 1.83676 -0.89434 6.87853 -0.091
C 1.33088 -0.26224 5.59010 -0.277
N 1.36606 -1.17421 4.46341 -0.201
C 1.19588 -0.51668 3.17905 -0.251
C -0.13659 0.18630 2.90663 -0.084
C 0.63723 -2.41859 4.64057 -0.248
C -0.85026 -2.33456 4.99620 -0.079
H 2.82228 -1.33816 6.73319 0.080
H 1.91941 -0.13354 7.65549 0.072
H 1.16142 -1.66712 7.24870 0.064
H 1.97855 0.58577 5.35427 0.117
H 0.32483 0.14790 5.76428 0.102
H 1.38021 -1.25011 2.38905 0.109
H 1.99951 0.22014 3.07910 0.109
H -0.94273 -0.52658 2.73865 0.030
H -0.05074 0.79142 2.00039 0.070
H -0.42354 0.85602 3.71768 0.068
H 1.14230 -2.99412 5.42170 0.102
H 0.75700 -3.01714 3.73406 0.112
H -1.03894 -1.64373 5.81896 0.067
H -1.20584 -3.31732 5.31425 0.073
H -1.46251 -2.03118 4.14765 0.042
C -1.52489 2.52274 -3.43174 -0.086
C -0.00529 2.55149 -3.37567 -0.275
N 0.58769 1.24785 -3.60448 -0.202
C 1.99427 1.17797 -3.24164 -0.253
C 2.98181 2.05430 -4.01690 -0.086
C 0.21609 0.60146 -4.85200 -0.252
C 0.47289 1.35893 -6.15753 -0.081
H -1.92039 1.75683 -2.76316 0.061
H -1.92779 3.48563 -3.11643 0.075
H -1.89550 2.32781 -4.43919 0.067
H 0.28894 2.88289 -2.37673 0.118
H 0.36436 3.31008 -4.08133 0.102
H 2.31613 0.13527 -3.30624 0.110
H 2.06904 1.43650 -2.18035 0.108
H 3.14899 1.68500 -5.02749 0.055
H 3.94959 2.04874 -3.51063 0.071
H 2.65257 3.09200 -4.07463 0.067
H -0.85172 0.36593 -4.80170 0.094
H 0.71340 -0.37033 -4.89598 0.114
H 0.10663 2.38564 -6.11748 0.067
H -0.05157 0.86253 -6.97699 0.073
H 1.52893 1.38177 -6.42026 0.055
```



Question: Which value of charge does entry 4 give?
Answer: 0